1.
Computed, not measured: a structure of composition C49H41Br2N2O4SSb2W at a distorted geometry, with the ωB97M-V functional and the def2-TZVPD basis.

Output
HOMO-LUMO gap = 5.1 eV
HOMO level = -9.545 eV
Total charge = +1
Lowest unoccupied orbital energy = -4.46 eV
DFT total energy = -8395.68409 Eh

Geometry as XYZ:
```
102
C49H41Br2N2O4SSb2W, DFT the ωB97M-V functional and the def2-TZVPD basis
W 0.57336 0.50098 0.25679
Sb -1.53964 -1.28452 0.87789
Sb 0.09096 -1.47342 -1.70931
Br -6.26894 4.40598 0.48769
Br -1.97244 1.10418 -1.36491
S 2.68366 -0.23302 -1.01581
O 2.85666 -1.33732 -1.88561
O 1.61796 0.68708 -1.52381
O 1.93066 -0.73882 0.21299
O 3.79426 0.52928 -0.58301
N 1.99976 1.44968 1.69109
N -0.73724 2.01578 1.42189
C -3.07554 -2.31182 -0.49321
C 2.19876 -1.43042 4.00289
C -1.74924 -2.24282 -2.60961
C -1.57964 -2.74102 3.62499
C -0.75244 5.21188 -3.21261
C 1.12496 -4.29492 -2.54551
C 1.84026 -1.36512 -4.43551
C 1.54286 -1.38412 2.78519
C 2.34386 -0.69522 -5.53971
C 4.00916 1.83018 2.97049
C 1.64376 -6.13152 -1.08131
C -3.42064 4.46398 0.60369
C 1.53276 -5.60682 -2.36071
C 1.74016 0.46418 -5.99441
C -1.47154 2.82988 -2.11861
C -1.58284 -2.99362 2.26179
C -2.29494 3.39418 -3.04711
C 1.84956 -0.55922 5.01819
C -4.43614 2.43558 1.41689
C -4.55114 3.70578 0.87339
C -2.53894 -3.10282 -1.66821
C -3.18394 1.89768 1.64039
C 0.57096 0.91048 -5.40301
C -1.76514 -4.29652 1.81329
C -2.03114 2.60748 1.29399
C 2.22806 3.39518 3.16669
C 0.09676 2.82678 2.12659
C -1.76734 -3.77152 4.52949
C 0.70796 -0.88422 -3.79461
C 0.75136 0.26108 4.83089
C 0.59206 2.66248 -0.72521
C 2.22406 4.48078 -1.16761
C 1.84446 3.26828 -0.56721
C 1.44966 2.56658 2.31729
C 0.94796 -4.03372 -0.15031
C 0.11196 4.59028 -2.28881
C -1.98244 -5.06402 4.08129
C -0.24644 3.35218 -1.66961
C 3.24706 1.10718 2.08789
C 0.05126 0.23338 -4.31121
C -1.92864 4.63198 -3.59111
C 3.50396 3.03798 3.48809
C 0.08636 0.28048 3.61459
C -1.97264 -5.32352 2.72079
C 1.35076 -5.34922 0.02269
C -2.16964 3.91908 0.82189
C 1.36376 5.15218 -1.98801
C 0.83526 -3.50362 -1.43371
C 0.53426 -0.44572 2.48719
H 1.63706 6.09058 -2.44351
H 0.07926 1.80118 -5.76881
H -1.28854 4.50138 0.58539
H 3.64526 0.19658 1.65229
H -0.32144 3.70478 2.60499
H 4.98206 1.47238 3.26019
H -0.88874 0.57018 -3.87491
H 0.40326 0.88958 5.63599
H 1.86286 -2.10262 2.03409
H -2.58154 5.11338 -4.29831
H 1.74706 -6.23092 -3.21691
H 3.23526 -1.06642 -6.02161
H 1.41456 -5.76432 1.01699
H 3.21826 4.86498 -0.99071
H -2.14174 -6.32892 2.36179
H 2.39596 -0.55632 5.94909
H 2.35466 -2.22782 -4.04341
H -1.39364 -2.83982 -3.43871
H -2.16404 -5.85702 4.79089
H -1.74574 -4.51972 0.75509
H 2.63556 2.76108 -0.01011
H -0.81064 0.89168 3.54639
H 1.94176 -7.15972 -0.94481
H -3.71884 -1.50332 -0.84681
H 2.99136 -2.14782 4.14419
H 1.00466 -3.88512 -3.54451
H 1.77896 4.29388 3.55749
H -1.44174 -1.73242 3.98739
H -3.51664 5.47238 0.22719
H -3.64864 -2.95062 0.17539
H -3.10924 0.92008 2.10249
H -3.20434 2.89918 -3.34071
H -3.39024 -3.52952 -2.20151
H -5.31934 1.87348 1.67759
H -2.37164 -1.45122 -3.01271
H 2.18576 1.02688 -6.79961
H 0.70426 -3.43142 0.72739
H -0.44754 6.15988 -3.62711
H -1.90904 -3.93402 -1.35051
H 4.11206 3.65798 4.12649
H -1.76934 -3.55342 5.58729
```

***

2.
Computed, not measured: a structure of composition C49H41CdN2O2P2S3Te, with the ωB97M-V functional and the def2-TZVPD basis.

Output
HOMO-LUMO gap = 6.9 eV
HOMO level = -4.640 eV
Total charge = -1
Lowest unoccupied orbital energy = 2.26 eV
DFT total energy = -4464.99195 Eh

Geometry as XYZ:
```
101
C49H41CdN2O2P2S3Te, DFT the ωB97M-V functional and the def2-TZVPD basis
Te -1.04008 1.00967 -3.35530
Cd 0.05292 0.96947 -0.33041
S -2.67801 0.93607 0.46569
S 1.71977 3.07847 -1.81246
S 3.03704 -0.04531 1.85597
P 1.30634 -0.96904 2.12577
P -1.72039 -0.44382 1.58719
O 0.67097 3.44330 -0.87179
O 1.60023 3.55808 -3.17153
N 1.78393 1.50239 -1.67053
N 1.83203 -0.63359 -2.42258
C -4.75860 -1.98345 -4.48785
C -3.80349 4.24057 -2.28435
C -2.37619 -4.50748 1.28943
C -2.20552 -3.23405 1.81672
C 3.24767 -1.37615 -4.20522
C 1.76736 -5.22201 0.36995
C -2.52451 -4.68120 -0.07846
C 1.47533 -2.66890 1.45821
C 2.16033 -3.66118 2.15598
C -2.32598 -2.30586 -0.38706
C 1.49980 -0.37345 4.84159
C -2.43393 -0.37826 3.26343
C 6.93861 5.14784 0.43783
C -0.05251 -0.15386 1.49672
C 1.02049 -1.29148 3.91104
C -3.73334 -0.46041 -2.92953
C 1.19890 -0.51391 6.18790
C -2.09534 2.83828 -3.22986
C -3.63056 -1.00686 3.59608
C -2.69014 -0.89448 -5.05138
C 3.72959 3.16955 0.01815
C -1.65804 3.90210 -4.01089
C 4.91845 3.65285 0.53075
C -0.04539 -2.50849 5.70516
C -4.76582 -1.32475 -3.26625
C 3.26935 0.92552 -3.54325
C 5.63612 4.65126 -0.12906
C 1.10035 -4.23366 -0.33828
C 3.94215 4.68347 -1.85264
C 2.30301 -4.93115 1.61863
C 2.31940 0.60580 -2.55980
C 3.24948 3.69653 -1.17624
C -3.71711 -1.76961 -5.37923
C 5.13557 5.15802 -1.32162
C 2.29916 -1.58819 -3.22151
C 0.25434 -2.36332 4.35745
C 3.73093 -0.08016 -4.36279
C -2.17776 -2.11842 0.98458
C -4.15760 -0.87540 4.87253
C -3.16154 3.01258 -2.35606
C -2.68923 -0.23866 -3.82326
C -3.49814 -0.10468 5.82091
C 0.42156 -1.58027 6.62300
C -3.36968 5.30207 -3.06487
C -2.29161 5.13291 -3.92180
C -2.50130 -3.57374 -0.91717
C -1.78729 0.40642 4.21282
C -2.31662 0.54170 5.48683
C 0.95830 -2.96259 0.20187
H -0.80647 3.77636 -4.66528
H 3.19181 2.37705 0.52760
H -4.63147 4.36929 -1.59860
H 0.18316 -1.68749 7.67431
H 3.61910 1.94273 -3.64919
H 5.68381 5.93286 -1.84523
H -2.10188 -3.11028 2.88726
H -3.90803 -0.00600 6.81886
H -2.38830 -5.36488 1.95144
H -1.79887 1.14558 6.22157
H -2.65541 -5.67455 -0.49001
H 7.71645 4.38709 0.34424
H 6.83988 5.38309 1.49831
H -2.61934 -3.69317 -1.98809
H 1.89081 -2.58040 -3.05502
H 2.83364 -5.69439 2.17530
H -0.09793 -3.09963 3.64578
H -3.72872 0.01278 -1.95429
H -5.08606 -1.37266 5.12566
H 7.28001 6.04346 -0.08083
H -1.88525 -0.71876 -5.75462
H -0.86550 0.90344 3.93673
H 4.46813 0.14288 -5.12481
H 0.67607 -4.45258 -1.31095
H -2.29219 -1.44434 -1.04083
H 0.44389 -2.19014 -0.35423
H 1.57574 0.20890 6.90180
H 2.11502 0.44666 4.48988
H 3.54629 5.06851 -2.78285
H 2.58418 -3.43632 3.12810
H -3.48301 2.20317 -1.71352
H -4.15255 -1.59958 2.85448
H 3.59195 -2.19288 -4.82410
H -3.70443 -2.27983 -6.33449
H -5.56132 -2.66391 -4.74351
H -3.86230 6.26402 -2.99480
H -1.93688 5.96194 -4.52122
H 1.87202 -6.21584 -0.04868
H 5.29829 3.24017 1.45835
H -5.56854 -1.49471 -2.55964
H -0.64962 -3.34471 6.03600
```

***

3.
Computed, not measured: a structure of composition C49H41F6N11O4S3ScTe, with the ωB97M-V functional and the def2-TZVPD basis.

Output
HOMO-LUMO gap (spin up / spin down) = 4.7 / 4.8 eV
HOMO level (spin up / spin down) = -3.731 / -4.019 eV
Total charge = -1
Lowest unoccupied orbital energy (spin up / spin down) = 0.99 / 0.75 eV
DFT total energy = -5617.71787 Eh

Geometry as XYZ:
```
116
C49H41F6N11O4S3ScTe, DFT the ωB97M-V functional and the def2-TZVPD basis
Te -1.05492 0.44939 2.02399
Sc 1.32562 -1.24217 0.17211
S -0.06615 1.66694 -0.68889
S 4.53166 -0.20860 2.03024
S 4.09858 -2.29031 0.01103
F 4.39222 -2.28648 4.06206
F 6.16661 -3.73065 0.62732
F 5.18954 -0.38624 4.74014
F 4.29345 -4.52334 1.37237
F 6.32741 -1.62394 3.37486
F 4.77884 -4.69120 -0.73113
O 2.68760 -2.71488 -0.22825
O 4.81072 -1.73983 -1.10378
O 5.43613 2.38790 0.66319
O 2.55109 1.17635 1.85997
N -0.96576 -2.66825 -2.11170
N 4.24457 -1.68518 1.39724
N 2.71236 0.25915 -0.31428
N 0.90940 -1.11963 -1.96526
N 1.42543 -1.37608 2.36654
N 3.09656 0.32451 2.92080
N -0.36190 -3.06601 2.59389
N -0.33907 -2.52397 0.22530
N -2.46500 0.71338 -1.23934
N -1.11733 1.39281 -3.06726
N 2.59849 0.48256 -2.69521
C -0.62119 -1.22338 -6.32590
C -1.01643 -3.03632 -0.84623
C -3.30961 0.47977 5.81094
C -3.18238 -6.10463 1.01236
C -2.31052 -5.27477 1.69384
C -0.08373 -1.43629 -4.01686
C -0.90097 -1.78062 -5.09044
C 2.14334 -0.66778 3.26211
C 0.45233 -0.32985 -6.49441
C 4.57604 4.48883 -0.27670
C -3.49759 1.83174 6.06877
C 3.95706 1.92462 -1.28946
C 3.38761 0.90544 0.76787
C 4.29712 2.91447 -2.12881
C 0.98260 -0.55179 -4.18585
C 2.07271 -0.41323 5.83577
C -2.64147 0.06790 4.66401
C -2.74406 -4.96729 -1.08573
C -1.87045 -4.13043 -0.39848
C 5.07224 -1.20171 3.66691
C -2.32096 2.36438 4.03447
C 3.06633 0.77755 -1.49934
C -4.67348 1.57654 -2.04250
C -2.14084 1.00724 3.76825
C 0.40457 3.91838 -4.21465
C 0.49591 -2.13338 3.06708
C 1.58241 -0.36721 -2.87599
C -0.10428 -1.79254 -2.61474
C -0.89966 3.94922 -5.02097
C 0.66172 -1.86508 4.45695
C -3.00324 2.77409 5.17366
C 0.40128 -1.87987 6.82386
C 4.63698 4.21451 -1.59483
C -0.70370 -3.25654 1.36070
C 4.88132 -3.91308 0.35137
C 1.26171 0.01574 -5.42521
C -3.40066 -5.94965 -0.36694
C -1.65935 -4.28111 0.96944
C -2.10334 3.28377 -4.34708
C 4.16195 2.03842 0.15018
C -5.40131 2.00435 -0.76711
C 1.69104 -0.90954 4.57644
C -4.49288 2.50143 0.36149
C 4.44702 3.42076 0.71231
C -3.73314 0.38016 -1.87005
C -1.98890 1.76581 -4.18565
C 1.42309 -0.90304 6.94056
C 0.00920 -2.36038 5.59896
C -1.35285 1.24934 -1.74489
H 4.09543 3.65416 1.70957
H -3.69894 -6.89457 1.54549
H -2.25485 3.72813 -3.35687
H -5.41903 1.32001 -2.80244
H -6.09767 2.80274 -1.03800
H -5.07713 3.02880 1.11858
H 1.69612 -0.54324 7.92641
H -0.15962 1.67662 -3.20565
H -0.07246 -2.25756 7.72378
H -4.20517 -0.36819 -1.23095
H -3.72749 3.18754 -0.01525
H -2.99768 3.49642 -4.94133
H -2.41928 0.62592 -0.23133
H 4.59242 5.51418 0.07536
H 2.85537 0.33029 5.91691
H -6.00695 1.16681 -0.40449
H 4.78759 5.02731 -2.29666
H -1.23478 -1.47968 -7.18104
H -1.72874 -2.46669 -4.94933
H 4.15813 2.78937 -3.19724
H -1.16859 4.99111 -5.21261
H -0.77190 -3.10621 5.49925
H 0.22914 4.14278 -3.15837
H -2.97011 1.33314 -4.05825
H -4.01880 2.15013 6.96389
H 0.64922 0.08751 -7.47442
H -1.91696 3.10249 3.34877
H 1.10723 4.65986 -4.60058
H -3.68441 -0.26253 6.50673
H -2.49889 -0.99125 4.47286
H -3.13927 3.83221 5.36750
H -2.89505 -4.84819 -2.15242
H -0.73682 3.48049 -5.99763
H -3.98149 1.68417 0.87555
H -3.53731 -0.10234 -2.82504
H 2.08939 0.70723 -5.53831
H -4.09242 -6.61412 -0.87083
H -2.12733 -5.38653 2.75617
H -1.55061 1.32696 -5.08601
H -4.09628 2.42390 -2.42529
H 0.91121 2.94959 -4.27191
```

***

4.
Computed, not measured: a structure of composition C49H41GeN4PSe3W at a distorted geometry, with the ωB97M-V functional and the def2-TZVPD basis.

Output
HOMO-LUMO gap = 6.2 eV
HOMO level = -13.242 eV
Total charge = +2
Lowest unoccupied orbital energy = -7.07 eV
DFT total energy = -11800.01109 Eh

Geometry as XYZ:
```
100
C49H41GeN4PSe3W, DFT the ωB97M-V functional and the def2-TZVPD basis
W -0.15566 0.24032 -0.45312
Se 4.61295 3.35462 -5.65941
Se -1.34720 -2.00024 -0.13575
Se -2.07463 0.93004 -2.13206
Ge 2.51875 -0.61305 1.80752
P -2.76505 -1.09650 -1.60733
N 3.91522 1.75541 -5.49759
N 0.59640 2.11066 -1.12875
N 0.75066 -0.20249 -2.40774
N 3.68999 4.01643 -4.32250
C -7.02885 -1.04923 0.02756
C 0.38943 3.30424 -0.55014
C -2.76421 3.66370 2.76291
C 1.53542 -0.63376 5.86903
C 1.48529 0.81476 -2.92364
C 0.78215 -1.37871 -3.03702
C -3.03866 2.15014 2.69989
C 2.32200 -0.59551 -4.68367
C -6.19153 -2.12459 0.29411
C 1.54881 -0.59793 0.04963
C -2.85995 -4.40557 -3.95499
C 3.96528 -4.53153 1.00175
C 1.83194 -1.02073 4.57033
C 3.06832 1.78576 -4.49775
C -2.78052 -3.55799 -2.86255
C 4.65671 2.76983 0.53735
C 6.31667 1.32233 1.49417
C 2.93949 3.05664 -3.83919
C 2.81244 -5.28630 1.16174
C 1.02857 1.58088 5.08773
C 1.71092 -0.11388 3.51868
C 1.30935 1.19255 3.78774
C 1.62720 -3.32208 1.86923
C -6.57930 0.02324 -0.72932
C 4.01374 0.61769 1.43506
C -4.39397 1.88247 2.02090
C 5.34068 0.37682 1.77533
C 5.97926 2.51453 0.87195
C 1.64269 -4.68307 1.60586
C -2.87944 -1.64585 -4.34742
C -2.95162 -2.50550 -5.43303
C 2.05018 3.22029 -2.71067
C -1.10620 1.05117 1.19894
C 2.29730 0.64672 -4.05363
C -3.04428 1.55438 4.11499
C -2.78672 -2.17839 -3.06657
C 1.37909 2.08241 -2.24464
C -5.28416 0.03215 -1.22291
C 1.13951 0.66936 6.12850
C -4.44774 -1.04184 -0.94065
C 3.68346 1.82497 0.82239
C 0.97331 4.47333 -0.99529
C -2.93909 -3.87936 -5.23803
C -1.99149 1.54175 1.88742
C 3.95283 -3.16884 1.26790
C 1.54114 -1.61126 -4.17170
C 1.83803 4.43929 -2.07183
C 2.78416 -2.55771 1.70958
C -4.89280 -2.12550 -0.18615
H -2.90037 -0.57364 -4.49681
H -3.30726 0.49681 4.09232
H -3.02216 -2.10176 -6.43406
H 6.74312 3.24941 0.65554
H -0.25839 3.30663 0.31658
H -5.18949 2.30962 2.63188
H 0.75322 2.60731 5.29721
H -1.77803 3.86096 3.18623
H 1.51646 -2.58974 -4.62888
H -3.51093 4.13913 3.39862
H -4.43762 2.33409 1.02885
H -2.81873 4.11591 1.77145
H -3.77996 2.08303 4.72087
H 0.75013 5.40298 -0.49208
H 4.85012 -2.57725 1.12859
H -4.92957 0.86599 -1.81565
H -7.23783 0.85715 -0.93150
H 2.82525 -6.34375 0.93396
H 1.64038 -1.34062 6.68135
H 4.39141 3.70546 0.06113
H -2.99258 -4.54559 -6.08848
H 2.16842 -2.03266 4.37562
H 0.94255 0.98346 7.14499
H -2.70865 -3.96195 -1.86016
H 0.17863 -2.17170 -2.61547
H 2.64561 2.01955 0.59097
H 0.70678 -2.84839 2.20214
H 2.33568 5.32735 -2.43803
H -4.22360 -2.94886 0.03374
H 4.87784 -5.00129 0.65844
H 0.74520 -5.27409 1.73682
H 5.61452 -0.54624 2.27247
H 1.23631 1.90610 2.97688
H -8.03719 -1.04743 0.41901
H -2.86114 -5.47677 -3.80467
H -6.54760 -2.96015 0.88141
H -2.06990 1.65133 4.58629
H -4.57243 0.81076 1.92140
H 7.34690 1.13196 1.76456
H 2.94861 -0.73674 -5.55414
H 2.24006 -1.15785 -0.58258
```